Entry from the Open Molecules 2025 dataset: C14H26CaF4N2O20S4 as an isolated structure in a non-equilibrium geometry (ωB97M-V/def2-TZVPD).

Properties
E_LUMO (eV): -0.1007
Charge: 0
Orbital gap (eV): 8.58
Highest occupied orbital energy (hartree): -0.3191

The geometry in XYZ format:
```
71
Properties=species:S:1:pos:R:3:lowdin_charge:R:1
Ca -0.34150 0.58093 -0.34675 1.486
N -1.87273 0.42932 -4.51473 -0.255
S -0.34680 0.11447 -4.83347 0.473
O -0.10885 -0.97761 -5.72468 -0.276
O 0.57196 0.26891 -3.73256 -0.314
F -0.07808 1.38458 -5.74513 -0.175
S -2.22194 -0.66532 -3.35617 0.507
O -1.58083 -0.37463 -2.10588 -0.416
O -2.31277 -2.02225 -3.76557 -0.244
F -3.71789 -0.20817 -3.19840 -0.158
N -0.99298 2.49130 -1.33011 -0.424
S -2.57329 2.99697 -1.67652 0.531
O -2.95082 2.96591 -3.03960 -0.218
O -3.12366 3.99913 -0.83222 -0.245
F -3.22123 1.65646 -1.09286 -0.196
S -0.22131 3.63743 -2.11777 0.469
O -0.39455 4.93586 -1.54781 -0.257
O -0.02465 3.49985 -3.51231 -0.224
F 1.26635 3.25302 -1.57506 -0.221
C -6.62335 -0.71572 1.24230 -0.014
C -5.38371 -0.19189 1.91547 -0.284
C -4.72121 -1.16936 2.89708 -0.067
O -3.31775 -0.97748 2.65883 0.080
C -3.17056 -0.38367 1.46365 -0.543
O -2.11062 -0.22885 0.92667 0.029
O -4.33321 -0.04948 0.93375 0.112
H -6.43997 -1.69237 0.79636 0.096
H -6.93186 -0.11177 0.38555 0.096
H -7.45469 -0.64183 1.94373 0.095
H -5.51631 0.78265 2.38744 0.162
H -4.97809 -2.21732 2.74489 0.137
H -4.98475 -0.90250 3.91861 0.136
C 3.01472 1.75590 4.25425 -0.022
O 2.02667 1.13631 3.43129 0.030
C 1.47950 1.76832 2.40496 -0.592
O 0.70581 1.18642 1.67994 0.017
O 1.90047 3.00521 2.26668 0.005
C 1.05942 3.95443 1.56631 0.028
H 2.72700 2.79433 4.44291 0.098
H 4.02085 1.66823 3.86333 0.101
H 2.86863 1.35355 5.25680 0.099
H 0.24584 4.19528 2.25117 0.112
H 0.61395 3.49837 0.68840 0.052
H 1.63674 4.82984 1.30599 0.108
C 5.00042 -0.81471 0.16720 -0.048
O 3.60350 -0.60254 0.10087 0.026
C 3.08923 0.23775 -0.78437 -0.581
O 1.90610 0.47858 -0.79823 -0.001
O 3.97266 0.70597 -1.62374 0.020
C 3.58463 1.70232 -2.59008 0.019
H 5.56755 0.11585 0.04891 0.099
H 5.38960 -1.45418 -0.62333 0.100
H 5.25690 -1.13677 1.17224 0.099
H 2.64382 1.45030 -3.07814 0.082
H 4.34822 1.74102 -3.35961 0.102
H 3.51220 2.64450 -2.05557 0.093
C 3.52482 -4.33104 0.22363 -0.052
C 2.15157 -4.57021 -0.33816 -0.190
O 1.50046 -3.31329 -0.61272 0.076
C 0.58726 -2.81460 0.19587 -0.565
O 0.03178 -1.77013 -0.02462 0.037
O 0.28905 -3.61502 1.21313 0.010
C -0.68728 -3.11922 2.11474 -0.023
H 3.60304 -4.18703 1.30352 0.083
H 3.97355 -3.47552 -0.27738 0.065
H 4.17233 -5.19565 0.05367 0.083
H 1.49755 -5.26037 0.18763 0.124
H 2.22436 -5.06148 -1.31140 0.130
H -0.75305 -3.78713 2.96957 0.100
H -1.67824 -3.04802 1.66934 0.096
H -0.40001 -2.13214 2.47827 0.102
```